[1]
21
Properties=species:S:1:pos:R:3:nbo_charge:R:1 method="wB97M-V/def2-TZVPD" relative_energy_ev=2.002 charge=0 total_energy_ev=-14559.460 spin_multiplicity=1
H 3.611 -0.484 1.957 0.47
H 3.117 -0.214 0.643 0.47
H -1.112 2.991 0.256 0.48
H -1.499 1.693 0.445 0.49
H -1.330 -0.050 0.783 0.48
H -0.252 0.556 1.635 0.49
H 1.309 -2.258 0.285 0.51
H 0.079 -1.209 0.564 0.51
H 1.058 0.347 -0.571 0.48
H 0.939 1.769 0.031 0.48
H -3.017 0.282 -1.028 0.50
H -1.627 0.049 -1.021 0.51
H -1.161 -1.653 -2.867 0.48
H -0.493 -1.833 -1.561 0.52
O 3.067 -0.878 1.223 -0.94
O -0.847 2.292 0.840 -0.98
O -0.735 -0.265 1.607 -0.94
O 0.504 -1.821 -0.185 -1.06
O 1.545 1.214 -0.446 -0.98
O -2.260 0.556 -0.521 -0.98
O -0.896 -1.083 -2.071 -1.00


[2]
49
Properties=species:S:1:pos:R:3:nbo_charge:R:1 method="wB97M-V/def2-TZVPD" charge=0 total_energy_ev=-64247.865 spin_multiplicity=1
N -6.233 -1.850 -0.791 -0.37
C -5.258 -2.427 -0.990 0.54
O -4.162 -3.078 -1.212 -0.46
C -2.996 -2.788 -0.457 0.00
C -1.972 -3.892 -0.795 0.77
O -2.175 -4.908 -1.369 -0.49
O -0.781 -3.466 -0.337 -0.47
C -0.748 -2.023 -0.353 -0.08
C -2.138 -1.596 -0.873 -0.57
S -2.639 -0.020 -0.190 2.12
O -4.034 0.174 -0.400 -0.88
O -2.066 0.106 1.113 -0.90
C -1.778 1.312 -1.208 0.38
F -0.547 1.488 -0.715 -0.30
F -2.505 2.409 -0.986 -0.29
C -1.653 1.127 -2.738 0.92
F -0.913 0.056 -3.033 -0.31
F -1.044 2.189 -3.244 -0.30
F -2.845 1.001 -3.293 -0.29
H -3.178 -2.835 0.619 0.23
H -0.546 -1.682 0.656 0.24
H 0.045 -1.666 -1.006 0.22
H -2.156 -1.578 -1.961 0.27
C 2.443 -4.497 5.170 -0.63
C 2.064 -3.313 4.319 0.07
C 0.582 -3.055 4.133 -0.09
O 0.550 -2.405 2.855 -0.50
C 1.633 -2.823 2.152 0.98
O 1.798 -2.606 0.995 -0.58
O 2.472 -3.512 2.947 -0.49
H 2.380 -4.233 6.225 0.23
H 1.787 -5.347 4.980 0.22
H 3.465 -4.801 4.951 0.24
H 2.561 -2.405 4.671 0.19
H 0.136 -2.409 4.884 0.21
H 0.020 -3.989 4.060 0.18
C 0.947 4.418 -2.551 -0.63
C 2.091 5.092 -1.839 0.06
C 2.395 6.523 -2.235 -0.09
O 3.795 6.622 -1.956 -0.49
C 4.329 5.379 -2.061 0.97
O 5.490 5.140 -2.063 -0.56
O 3.343 4.457 -2.165 -0.50
H -0.003 4.712 -2.104 0.22
H 0.933 4.682 -3.609 0.22
H 1.051 3.339 -2.471 0.24
H 1.968 5.023 -0.754 0.18
H 1.852 7.274 -1.666 0.21
H 2.242 6.683 -3.305 0.18


[3]
104
Properties=species:S:1:pos:R:3:mulliken_charge:R:1 method="wB97M-V/def2-TZVPD" relative_energy_ev=0.000 charge=+1 total_energy_ev=-137216.918 spin_multiplicity=1
Zn 0.297 -0.980 0.434 1.32
C -1.520 -4.219 0.829 -1.17
Si -0.586 -3.020 -0.276 1.26
C -1.761 -2.565 -1.711 -0.11
C -2.424 -3.620 -2.351 -0.48
C -3.393 -3.397 -3.313 -0.96
C -3.743 -2.096 -3.656 -0.79
C -3.096 -1.036 -3.052 -0.12
C -2.095 -1.258 -2.104 -0.23
P -1.199 0.155 -1.377 1.88
C -0.378 1.025 -2.743 0.41
C 0.486 2.058 -2.373 -0.34
C 1.123 2.823 -3.334 -0.58
C 0.924 2.545 -4.680 -0.72
C 0.099 1.496 -5.053 -0.75
C -0.554 0.738 -4.091 -0.86
C -2.551 1.290 -0.894 0.43
C -3.597 0.761 -0.135 -0.68
C -4.617 1.576 0.325 -0.70
C -4.598 2.938 0.050 -0.68
C -3.564 3.471 -0.703 -0.63
C -2.547 2.652 -1.176 -0.49
C 0.930 -3.894 -1.005 0.07
C 0.866 -5.271 -1.250 -0.68
C 1.944 -5.974 -1.759 -0.91
C 3.132 -5.310 -2.034 -0.86
C 3.223 -3.952 -1.799 -0.29
C 2.135 -3.239 -1.292 -0.18
P 2.351 -1.436 -1.005 1.27
C 3.838 -1.387 0.050 1.08
C 5.144 -1.412 -0.433 -0.23
C 6.215 -1.448 0.446 -0.85
C 5.995 -1.465 1.815 -0.56
C 4.699 -1.441 2.307 -0.98
C 3.630 -1.395 1.428 -0.39
C 2.892 -0.820 -2.628 0.32
C 2.510 -1.471 -3.799 -0.56
C 2.937 -0.998 -5.029 -0.71
C 3.742 0.127 -5.104 -0.60
C 4.099 0.799 -3.943 -0.81
C 3.667 0.335 -2.713 -0.60
H -1.849 -5.114 0.301 0.36
H -2.413 -3.734 1.224 0.39
H -0.902 -4.535 1.668 0.41
H -2.185 -4.642 -2.083 0.29
H -3.887 -4.235 -3.787 0.43
H -4.516 -1.913 -4.389 0.44
H -3.370 -0.021 -3.318 0.55
H 0.666 2.255 -1.320 0.18
H 1.787 3.623 -3.036 0.46
H 1.424 3.135 -5.435 0.41
H -0.040 1.263 -6.100 0.43
H -1.191 -0.079 -4.399 0.46
H -3.622 -0.302 0.077 0.53
H -5.437 1.148 0.887 0.51
H -5.399 3.574 0.402 0.41
H -3.553 4.526 -0.940 0.49
H -1.756 3.082 -1.776 0.43
H -0.045 -5.811 -1.026 0.25
H 1.863 -7.038 -1.934 0.44
H 3.984 -5.850 -2.425 0.45
H 4.153 -3.440 -2.011 0.30
H 5.333 -1.405 -1.499 0.42
H 7.225 -1.466 0.059 0.43
H 6.833 -1.494 2.498 0.40
H 4.520 -1.452 3.373 0.46
H 2.620 -1.370 1.828 -0.09
H 1.897 -2.362 -3.751 0.44
H 2.644 -1.518 -5.932 0.46
H 4.087 0.484 -6.064 0.43
H 4.717 1.685 -3.996 0.46
H 3.950 0.867 -1.812 0.54
C -0.369 -0.210 5.878 -0.93
C -1.891 -0.222 5.981 -0.67
C -2.601 0.751 5.037 0.18
C -2.767 0.254 3.601 -1.21
N -1.525 0.177 2.842 0.30
C -0.856 1.217 2.336 -0.44
S 0.711 0.981 1.657 -0.66
N -1.413 2.420 2.352 0.57
C -0.828 3.639 1.800 -0.56
C 0.042 4.379 2.809 -0.56
C -0.695 4.796 4.082 -0.10
C -1.881 5.721 3.829 -1.22
H 0.074 -0.869 6.624 0.40
H 0.021 0.794 6.051 0.25
H -0.005 -0.536 4.903 0.12
H -2.167 0.034 7.005 0.35
H -2.273 -1.233 5.811 0.30
H -2.060 1.703 5.035 -0.35
H -3.602 0.966 5.416 0.51
H -3.472 0.878 3.047 0.20
H -3.187 -0.753 3.596 0.67
H -0.992 -0.676 2.913 0.17
H -2.298 2.519 2.826 0.42
H -1.663 4.256 1.464 0.54
H -0.250 3.361 0.920 -0.41
H 0.438 5.267 2.309 0.50
H 0.900 3.751 3.062 0.21
H 0.016 5.291 4.745 0.40
H -1.029 3.904 4.621 -0.08
H -1.593 6.560 3.195 0.30
H -2.268 6.128 4.762 0.39
H -2.709 5.208 3.336 0.26


[4]
46
Properties=species:S:1:pos:R:3:nbo_charge:R:1 method="wB97M-V/def2-TZVPD" charge=+1 total_energy_ev=-37429.440 spin_multiplicity=1
C -0.395 -0.764 0.586 -0.10
O -0.697 -1.084 -0.744 -0.76
C 0.739 0.314 0.686 -0.07
C 1.018 1.012 2.032 -0.44
C 1.315 0.105 3.198 -0.49
S 2.880 -0.888 2.877 -0.07
N 0.318 1.414 -0.270 -0.74
H 0.046 -1.587 1.144 0.20
H -1.339 -0.581 1.082 0.22
H 0.122 -1.497 -1.136 0.52
H 1.709 -0.060 0.327 0.22
H 0.215 1.682 2.351 0.23
H 1.861 1.662 1.907 0.22
H 0.500 -0.690 3.261 0.22
H 1.389 0.643 4.183 0.25
H 3.661 -0.383 3.767 0.13
H 0.017 0.876 -1.092 0.48
H -0.488 1.970 -0.002 0.45
H 1.044 2.084 -0.577 0.45
H 3.101 2.631 -1.980 0.49
H 2.363 3.878 -1.572 0.49
O 2.209 2.951 -1.787 -0.96
H -3.326 1.845 -0.365 0.52
H -2.674 3.196 0.224 0.48
O -2.535 2.395 -0.295 -0.99
H -0.472 -3.503 -0.135 0.49
H -0.048 -4.634 -1.185 0.48
O 0.243 -3.859 -0.691 -0.98
H -2.937 0.900 3.198 0.50
H -2.931 1.845 1.937 0.49
O -2.528 1.074 2.345 -0.96
H -1.181 0.872 -3.717 0.48
H 0.122 0.348 -3.329 0.49
O -0.491 1.060 -3.063 -0.97
H -2.690 -0.570 -0.526 0.49
H -3.005 0.060 0.976 0.49
O -3.340 -0.274 0.118 -1.01
H 0.135 -1.970 -3.411 0.51
H 1.589 -1.183 -3.557 0.51
O 0.796 -1.354 -3.029 -1.00
H 3.437 -0.830 -2.560 0.49
H 2.707 0.448 -1.999 0.47
O 3.251 0.101 -2.714 -0.94
H -2.232 -3.231 0.472 0.49
H -1.858 -3.493 1.907 0.49
O -1.619 -2.932 1.158 -0.95


Number 1: LUMO 0.012 Ha, Kohn-Sham gap 0.413 Eh, highest occupied orbital energy -10.90 eV. Number 2: LUMO 0.009 Ha, Kohn-Sham gap 0.414 Eh, highest occupied orbital energy -11.02 eV. Number 3: LUMO -0.068 Ha, Kohn-Sham gap 0.293 Eh, highest occupied orbital energy -9.82 eV. Number 4: LUMO -0.090 Ha, Kohn-Sham gap 0.345 Eh, highest occupied orbital energy -11.83 eV.